Entry 1:
73
Properties=species:S:1:pos:R:3:mulliken_charge:R:1 method="wB97M-V/def2-TZVPD" lumo_energy_ev=2.5 homo_lumo_gap_ev=6.5 charge=-1 total_energy_ev=-89775.534
Tl 1.17 0.56 -0.41 1.046
C -1.82 4.88 -1.09 -1.264
Si -1.05 3.70 0.18 0.044
C 0.79 4.12 0.20 -1.059
C -1.72 4.22 1.88 -1.246
N -1.25 2.06 -0.20 0.663
C -2.48 1.51 -0.47 0.281
C -3.72 2.15 -0.22 -0.287
C -4.96 1.61 -0.55 -1.154
C -5.04 0.37 -1.15 -0.890
C -3.86 -0.32 -1.39 -0.498
C -2.63 0.22 -1.05 0.017
O -1.43 -0.50 -1.25 0.292
C -1.47 -1.55 -2.13 -0.480
C -1.31 -1.31 -3.48 0.204
C -1.24 -2.37 -4.37 -0.763
C -1.32 -3.68 -3.90 -0.578
C -1.48 -3.91 -2.54 -0.713
C -1.56 -2.85 -1.66 -0.064
H -1.91 5.90 -0.71 0.374
H -2.82 4.54 -1.38 0.375
H -1.21 4.91 -2.00 0.276
H 0.96 5.13 -0.18 0.487
H 1.35 3.42 -0.43 0.160
H 1.19 4.07 1.22 0.209
H -1.90 5.30 1.93 0.426
H -1.01 3.96 2.67 0.364
H -2.66 3.71 2.10 0.361
H -3.70 3.13 0.25 0.195
H -5.86 2.18 -0.34 0.365
H -5.99 -0.07 -1.43 0.371
H -3.90 -1.30 -1.85 0.465
H -1.23 -0.28 -3.82 0.471
H -1.10 -2.18 -5.43 0.377
H -1.25 -4.51 -4.60 0.386
H -1.54 -4.93 -2.17 0.419
H -1.68 -3.02 -0.59 0.464
N -0.33 -0.45 1.51 -0.004
C 0.10 -1.13 2.74 -0.477
C 0.18 -0.19 3.94 -1.186
C 1.38 0.77 3.97 -0.510
C 1.26 2.06 3.15 -0.103
N 2.11 2.02 1.95 -0.321
H -1.02 0.27 1.68 0.101
H -0.75 -1.11 0.86 -0.045
H 1.09 -1.55 2.56 0.218
H -0.59 -1.94 2.99 0.326
H 0.23 -0.83 4.83 0.458
H -0.75 0.38 4.02 0.372
H 2.27 0.22 3.65 0.236
H 1.55 1.05 5.02 0.304
H 1.51 2.91 3.79 0.590
H 0.22 2.21 2.81 -0.307
H 3.02 1.63 2.17 0.112
H 2.24 2.95 1.57 0.096
C 2.51 -4.86 -2.00 -0.291
C 2.45 -3.84 -2.93 -0.843
C 1.94 -2.61 -2.53 -0.595
N 1.51 -2.37 -1.30 0.892
C 1.58 -3.35 -0.41 -0.020
C 2.07 -4.61 -0.71 -1.031
H 2.91 -5.83 -2.27 0.437
H 2.80 -3.98 -3.95 0.438
H 1.87 -1.78 -3.24 0.422
H 1.26 -3.11 0.60 0.135
H 2.11 -5.38 0.05 0.494
Cl 5.50 -2.61 -0.04 -0.181
C 5.26 -0.91 0.45 0.640
Cl 6.80 -0.25 1.02 -0.156
Cl 4.76 0.03 -0.98 -0.147
C 4.12 -0.89 1.58 -0.090
O 4.53 -0.68 2.72 -0.699
O 2.97 -1.12 1.14 -0.361

***

Entry 2:
17
Properties=species:S:1:pos:R:3:mulliken_charge:R:1 method="wB97M-V/def2-TZVPD" lumo_energy_ev=1.1 homo_lumo_gap_ev=10.9 smiles="O=CCCC1CC1" total_energy_ev=-8430.348
O 1.47 -0.99 2.16 -0.475
C 1.98 -1.02 1.06 0.020
C 1.56 -0.18 -0.12 -0.684
C 0.49 0.87 0.23 -0.804
C -0.81 0.79 -0.57 0.014
C -1.45 -0.53 -0.92 -0.566
C -2.09 0.37 0.10 -0.731
H 2.82 -1.72 0.86 0.356
H 2.48 0.26 -0.54 0.379
H 1.21 -0.88 -0.89 0.340
H 0.92 1.87 0.10 0.388
H 0.26 0.76 1.29 0.357
H -0.92 1.57 -1.33 0.391
H -1.93 -0.62 -1.89 0.274
H -0.99 -1.45 -0.56 0.230
H -3.02 0.87 -0.15 0.273
H -2.00 0.05 1.14 0.238

***

What did the second record say?
17
Properties=species:S:1:pos:R:3:mulliken_charge:R:1 method="wB97M-V/def2-TZVPD" lumo_energy_ev=1.1 homo_lumo_gap_ev=10.9 smiles="O=CCCC1CC1" total_energy_ev=-8430.348
O 1.47 -0.99 2.16 -0.475
C 1.98 -1.02 1.06 0.020
C 1.56 -0.18 -0.12 -0.684
C 0.49 0.87 0.23 -0.804
C -0.81 0.79 -0.57 0.014
C -1.45 -0.53 -0.92 -0.566
C -2.09 0.37 0.10 -0.731
H 2.82 -1.72 0.86 0.356
H 2.48 0.26 -0.54 0.379
H 1.21 -0.88 -0.89 0.340
H 0.92 1.87 0.10 0.388
H 0.26 0.76 1.29 0.357
H -0.92 1.57 -1.33 0.391
H -1.93 -0.62 -1.89 0.274
H -0.99 -1.45 -0.56 0.230
H -3.02 0.87 -0.15 0.273
H -2.00 0.05 1.14 0.238